Entry 1:
This record from OMol25 describes a structure of composition C28H13Cl85N2O4PS in a non-equilibrium geometry. The level of theory is ωB97M-V/def2-TZVPD.

As for the spin multiplicity: 1. The energy above the lowest of the compared OMol25 structures with the same formula, charge and spin is 7.278 eV. The frontier orbital gap is 7.269 eV. Its net charge is +1. The largest force on an atom comes out at 8.68 eV Å⁻¹.

Geometry (Å):
C  -0.8309  -0.9180  -3.5147
C  -1.9268  -1.7231  -4.4879
O  -1.1755  -2.6366  -5.3666
C  -2.9487  -2.5221  -3.4328
O  -3.6330  -1.4675  -2.6699
P  -5.3356  -1.7738  -2.4820
O  -5.6359  -3.0770  -1.3127
Cl  -6.3067  -0.0444  -1.6116
C  -6.2536  -2.2815  -4.0772
C  -5.8143  -1.4571  -5.4254
S  -6.5717  0.2942  -5.5130
C  -5.0531  1.4020  -5.1700
N  -3.9001  1.7431  -6.1083
N  -3.1047  2.5401  -5.2581
C  -3.7115  2.7171  -3.8842
O  -4.9822  1.9785  -3.8183
H  -0.8450  -1.4677  -2.4570
H  0.2489  -0.8921  -3.9658
H  -1.2443  0.1706  -3.3545
H  -2.4881  -0.8930  -5.1121
H  -0.4172  -3.0920  -4.8670
H  -2.2156  -3.1708  -2.7497
H  -3.6527  -3.2830  -3.9758
H  -6.5665  -2.8321  -0.9682
H  -7.4148  -2.2214  -3.8639
H  -5.9916  -3.4279  -4.2642
H  -4.6258  -1.4187  -5.4358
H  -6.1333  -2.0247  -6.4172
H  -3.3502  3.2724  -2.9196
C  0.1852  -5.0399  -1.7046
Cl  -1.3041  -5.4163  -2.6072
Cl  1.3210  -6.4062  -1.8366
Cl  0.9373  -3.5746  -2.3841
Cl  -0.2135  -4.7624  0.0096
C  -2.8148  1.8690  0.1307
Cl  -2.8189  0.3606  -0.8175
Cl  -4.4752  2.5058  0.2407
Cl  -2.1955  1.5393  1.7685
Cl  -1.7697  3.0702  -0.6688
C  1.6852  0.4536  0.5538
Cl  0.3393  1.5084  0.0535
Cl  3.1226  1.4481  0.8989
Cl  1.2206  -0.4473  2.0191
Cl  2.0582  -0.6949  -0.7563
C  2.5852  3.3786  -3.1826
Cl  2.8432  1.8395  -2.3230
Cl  0.9514  3.9924  -2.8240
Cl  3.7977  4.5689  -2.6464
Cl  2.7483  3.1137  -4.9369
C  -3.7148  2.0867  5.8358
Cl  -4.8706  0.8522  6.3964
Cl  -4.0525  3.6321  6.6556
Cl  -2.0550  1.5628  6.2164
Cl  -3.8812  2.2999  4.0747
C  -8.8148  -3.2244  1.9802
Cl  -10.1765  -4.3674  2.0969
Cl  -9.0272  -1.9234  3.1789
Cl  -7.2880  -4.0847  2.3017
Cl  -8.7675  -2.5221  0.3435
C  7.6235  3.9190  -4.6916
Cl  7.2562  5.6611  -4.6235
Cl  6.1875  2.9894  -4.1936
Cl  8.0726  3.4714  -6.3567
Cl  8.9777  3.5542  -3.5927
C  3.4235  -3.7497  1.4537
Cl  1.8868  -3.3601  2.2669
Cl  4.3644  -2.2557  1.2147
Cl  4.3572  -4.8849  2.4607
Cl  3.0856  -4.4981  -0.1275
C  -5.8765  -7.4019  4.0015
Cl  -6.7050  -6.3395  5.1674
Cl  -4.3412  -6.6499  3.4997
Cl  -5.5446  -8.9771  4.7651
Cl  -6.9152  -7.6411  2.5738
C  1.0235  -8.1843  2.5704
Cl  1.0195  -9.6927  1.6222
Cl  -0.6369  -7.5475  2.6804
Cl  1.6428  -8.5140  4.2082
Cl  2.0686  -6.9831  1.7710
C  9.7235  8.2701  -3.0726
Cl  11.3288  8.9444  -3.4502
Cl  9.1924  8.8588  -1.4770
Cl  8.5553  8.7861  -4.3150
Cl  9.8174  6.4910  -3.0482
C  11.2235  13.2629  -2.3762
Cl  10.4042  11.7417  -1.9416
Cl  10.3125  14.6402  -1.7072
Cl  12.8743  13.2610  -1.7058
Cl  11.3031  13.4089  -4.1501
C  -12.7765  -6.7359  4.6654
Cl  -12.2393  -8.1864  5.5496
Cl  -11.8158  -5.3304  5.1908
Cl  -12.5510  -6.9891  2.9162
Cl  -14.4999  -6.4377  5.0050
C  7.2001  10.5438  1.9154
Cl  7.1960  9.0355  0.9672
Cl  5.5397  11.1806  2.0253
Cl  7.8194  10.2142  3.5532
Cl  8.2452  11.7451  1.1159
C  -8.9999  1.6802  6.1426
Cl  -9.0040  0.1718  5.1944
Cl  -10.6603  2.3170  6.2526
Cl  -8.3806  1.3505  7.7804
Cl  -7.9548  2.8815  5.3432
C  11.7001  2.1562  -0.3218
Cl  13.3054  2.8305  -0.6994
Cl  11.1690  2.7448  1.2738
Cl  10.5319  2.6722  -1.5642
Cl  11.7940  0.3771  -0.2973
C  -12.2999  -11.8392  7.5002
Cl  -12.3040  -13.3476  6.5520
Cl  -13.9603  -11.2024  7.6102
Cl  -11.6806  -12.1689  9.1380
Cl  -11.2548  -10.6380  6.7008
C  5.1001  -8.5524  -2.7313
Cl  5.3581  -10.0915  -1.8718
Cl  3.4663  -7.9386  -2.3728
Cl  6.3126  -7.3621  -2.1951
Cl  5.2632  -8.8173  -4.4857
C  3.6000  13.3426  -1.2969
Cl  2.4443  12.1080  -0.7363
Cl  3.2624  14.8880  -0.4770
Cl  5.2599  12.8186  -0.9162
Cl  3.4337  13.5557  -3.0579
C  -3.8999  -5.7704  8.0854
Cl  -3.6419  -7.3095  8.9449
Cl  -5.5337  -5.1566  8.4439
Cl  -2.6874  -4.5801  8.6216
Cl  -3.7368  -6.0353  6.3311
C  16.5000  5.2366  -2.5611
Cl  14.9065  5.9189  -2.9725
Cl  16.8470  3.8528  -3.6284
Cl  17.7541  6.4835  -2.7787
Cl  16.4927  4.6913  -0.8649

Atomic forces in eV per Å
C -1.3 0.0 0.6
C 1.6 0.7 1.2
O -0.5 0.2 1.8
C 2.6 -1.5 -1.7
O -4.8 -1.6 0.2
P 0.7 -0.6 2.1
O -0.6 4.1 -2.6
Cl 1.7 -2.6 -1.4
C -0.3 -0.9 -1.2
C 1.2 -0.5 0.0
S 2.8 0.3 0.5
C 2.0 0.5 -1.0
N -4.1 0.3 7.7
N -2.8 0.1 4.4
C -0.5 -2.2 -4.6
O 3.8 0.4 -4.5
H 0.3 1.4 -2.3
H -2.2 -0.1 0.8
H 1.1 -2.0 -0.3
H 1.0 -2.1 0.9
H -1.8 1.2 -0.7
H -2.0 1.7 -1.1
H 1.0 1.6 0.9
H 1.5 -0.7 -0.2
H 2.4 0.0 -0.2
H -0.5 2.4 0.7
H -2.6 0.2 -0.1
H 0.5 1.1 2.4
H -0.7 -1.2 -2.3
C 0.1 -0.2 0.4
Cl 0.3 -0.2 0.1
Cl -1.2 0.9 0.0
Cl -0.3 -0.4 -0.1
Cl -0.1 -0.1 -0.7
C 0.2 -0.2 0.5
Cl 0.0 0.6 0.3
Cl 0.4 -0.1 -0.1
Cl -0.5 0.1 -0.8
Cl -1.0 0.3 -0.1
C 0.0 0.2 0.2
Cl 1.5 -0.7 0.0
Cl -0.4 -0.3 0.1
Cl 0.0 0.9 -0.5
Cl -0.2 0.0 0.3
C 0.3 0.1 -0.1
Cl 0.0 0.6 -0.6
Cl 0.3 -0.1 -0.1
Cl -0.6 -0.2 0.0
Cl -0.1 0.1 0.4
C -0.1 0.1 0.2
Cl 0.3 0.3 -0.2
Cl 0.1 -0.4 -0.2
Cl -0.4 0.1 -0.1
Cl -0.2 0.0 0.9
C 0.0 -0.4 0.6
Cl 0.5 0.4 -0.1
Cl 0.1 -0.6 -0.7
Cl -0.4 0.3 -0.2
Cl 0.0 0.1 -0.1
C -0.2 0.1 -0.2
Cl -0.3 -0.7 -0.2
Cl 0.6 0.1 -0.2
Cl -0.1 0.1 0.4
Cl -0.8 0.1 -0.9
C 0.2 0.1 0.2
Cl 0.6 -0.7 -0.1
Cl -0.1 -0.4 0.2
Cl -0.1 0.5 -0.3
Cl 0.6 0.3 0.6
C -0.2 -0.2 0.2
Cl -0.1 -0.3 -0.5
Cl -0.3 -0.2 -0.4
Cl -0.1 0.5 -0.2
Cl 0.3 0.0 0.3
C 0.1 -0.1 0.0
Cl 0.0 0.4 0.2
Cl 0.3 -0.1 0.0
Cl -0.2 0.1 -0.4
Cl -0.5 -0.6 0.2
C 0.2 -0.1 0.0
Cl -0.4 -0.3 0.0
Cl 0.1 -0.3 -0.5
Cl 0.3 0.0 0.3
Cl 0.4 0.8 0.3
C 0.0 0.0 0.0
Cl 0.2 0.7 0.0
Cl 0.2 -0.3 -0.1
Cl -0.4 0.0 -0.2
Cl 0.0 -0.1 0.4
C -0.1 0.0 0.2
Cl -0.4 0.8 -0.5
Cl -0.2 -0.3 -0.1
Cl 0.0 0.1 0.3
Cl 0.5 -0.1 -0.1
C -0.1 0.1 0.1
Cl -0.1 0.4 0.3
Cl 0.4 -0.3 0.1
Cl -0.1 0.1 -0.4
Cl -0.2 -0.3 0.1
C -0.1 0.2 0.2
Cl 0.1 0.5 0.5
Cl 0.5 -0.2 0.0
Cl -0.2 0.1 -0.5
Cl -0.2 -0.3 0.2
C 0.2 0.0 0.1
Cl -0.4 -0.1 0.1
Cl 0.1 -0.1 -0.4
Cl 0.6 -0.4 0.9
Cl 0.0 0.4 0.0
C -0.1 -0.1 0.1
Cl 0.0 0.4 0.2
Cl 0.4 -0.1 -0.1
Cl -0.1 0.1 -0.4
Cl 0.0 -0.7 0.4
C 0.3 -0.2 0.0
Cl -0.1 0.4 -0.2
Cl 1.0 -0.6 -0.3
Cl -0.4 -0.3 -0.1
Cl -0.1 0.1 0.5
C 0.1 0.1 0.0
Cl 0.3 0.3 -0.1
Cl 0.1 -0.4 -0.2
Cl -0.4 0.2 -0.2
Cl 0.0 -0.1 0.4
C 0.1 0.0 0.1
Cl -0.1 0.4 -0.2
Cl 0.4 -0.1 -0.1
Cl -0.3 -0.3 -0.1
Cl 0.3 0.2 0.9
C 0.0 0.0 -0.1
Cl 0.4 -0.2 0.1
Cl -0.1 0.3 0.3
Cl -0.3 -0.3 0.1
Cl 0.0 0.1 -0.4

Entry 2:
This record from OMol25 describes a cluster of 3 separate species, C4H12O3 in total in a non-equilibrium geometry. The level of theory is ωB97M-V/def2-TZVPD.

As for the spin multiplicity: 1. The energy above the lowest of the compared OMol25 structures with the same formula, charge and spin is 1.067 eV. The frontier orbital gap is 9.443 eV. Its SMILES is C/C=C(/C)O.O.O. Its net charge is 0. The largest force on an atom comes out at 1.28 eV Å⁻¹.

Geometry (Å):
C  -1.1998  -2.9270  2.2808
C  -1.0017  -2.1740  0.9899
C  -0.5879  -0.9100  0.9495
O  -0.5054  -0.0915  2.0624
C  -0.2591  -0.2391  -0.3541
H  -0.9734  -2.2558  3.1046
H  -0.4266  -3.7057  2.3235
H  -2.1437  -3.4240  2.4888
H  -0.8610  -2.7717  0.1020
H  0.4306  -0.0356  2.2858
H  -0.8687  0.6512  -0.4839
H  -0.4270  -0.8467  -1.2073
H  0.7690  0.0989  -0.3696
H  -1.1163  2.7492  -5.6618
H  -2.2794  2.4611  -4.7315
O  -1.4583  2.0807  -5.0598
H  3.7146  3.2791  -0.3390
H  4.1518  2.7371  1.0962
O  4.3708  2.7958  0.1605

Atomic forces in eV per Å
C 0.9 0.0 0.2
C 0.5 -0.3 1.1
C -0.4 -0.3 -1.2
O 0.0 -0.2 0.1
C 0.0 0.8 0.8
H -0.2 0.0 0.2
H -0.2 -0.1 0.0
H -0.3 0.2 -0.4
H -0.5 0.1 -0.3
H 0.0 0.2 0.1
H -0.1 0.2 0.1
H -0.1 -0.8 -0.6
H 0.4 0.1 0.0
H 0.1 -0.1 0.0
H 0.0 -0.1 0.0
O -0.1 0.1 0.0
H -0.4 0.1 0.4
H -0.4 0.3 -0.3
O 0.7 -0.5 0.0

Entry 3:
This record from OMol25 describes a cluster of 2 separate species, C6H14N2O2 in total in a non-equilibrium geometry. The level of theory is ωB97M-V/def2-TZVPD.

As for the spin multiplicity: 1. The energy above the lowest of the compared OMol25 structures with the same formula, charge and spin is 0.000 eV. The frontier orbital gap is 3.866 eV. Its net charge is -2. The largest force on an atom comes out at 4.01 eV Å⁻¹.

Geometry (Å):
C  0.7276  2.6234  0.9088
C  -1.1723  -2.2337  -0.8086
C  -0.2271  -2.3281  1.5342
C  1.3859  1.7230  -0.0690
C  -0.3846  -1.4976  0.2392
C  0.4133  1.2289  -1.0431
N  -0.9473  1.5303  -0.7321
N  0.5796  0.8354  -2.2834
O  -1.7065  0.9784  0.3234
O  1.9117  0.9479  -2.6679
H  0.3857  3.5656  0.4881
H  -0.1931  2.1476  1.3015
H  1.4697  2.5768  1.8377
H  -2.2600  -2.4878  -0.6751
H  -1.0891  -1.6712  -1.6558
H  -0.7840  -3.2357  -0.9692
H  -1.0159  -2.3196  2.3576
H  0.6685  -1.9896  2.0310
H  0.0199  -3.3321  1.2271
H  2.1916  2.0882  -0.6953
H  1.9229  0.8595  0.4968
H  -0.8063  -0.4431  0.4305
H  -1.6141  1.5379  -1.4455
H  0.5237  -1.1042  -0.1313

Atomic forces in eV per Å
C 0.8 -0.7 3.0
C -0.9 -1.5 1.6
C 0.2 0.8 0.2
C 1.4 -2.2 0.0
C -2.0 0.6 2.1
C -3.3 -1.0 -2.1
N 0.1 1.0 1.1
N 2.1 0.7 1.4
O 0.3 -0.1 1.1
O -0.5 -0.4 -0.3
H 0.6 0.4 0.3
H 0.3 0.1 -0.3
H -1.3 1.3 -1.5
H 0.6 0.9 0.6
H 0.1 1.3 -2.7
H 0.6 -0.4 -0.3
H 0.4 0.0 -1.4
H 0.5 0.3 0.5
H -0.2 -0.9 0.2
H 0.4 0.7 0.0
H -0.9 0.9 -0.8
H -0.7 -1.3 0.2
H 0.0 -0.2 -2.0
H 1.6 -0.6 -0.7

Entry 4:
This record from OMol25 describes a structure of composition C33H44F3N5OSiV in a non-equilibrium geometry. The level of theory is ωB97M-V/def2-TZVPD.

As for the spin multiplicity: 4. The energy above the lowest of the compared OMol25 structures with the same formula, charge and spin is 0.000 eV. The frontier orbital gap (alpha / beta) is 4.395 / 6.247 eV. Its net charge is -2. The largest force on an atom comes out at 2.36 eV Å⁻¹.

Geometry (Å):
V  -5.7200  -14.3766  -11.2253
C  -5.6566  -18.6437  -11.8705
C  -6.5422  -18.3106  -13.1010
C  -6.9263  -16.8389  -13.1852
N  -5.7522  -16.0075  -12.9401
C  -4.9017  -15.9521  -13.9078
C  -5.0593  -16.1968  -15.3040
C  -4.1046  -16.6110  -16.2102
C  -2.7374  -16.8852  -16.0633
C  -1.9609  -16.5700  -14.9843
C  -2.3031  -15.9336  -13.8180
C  -3.5680  -15.3763  -13.4348
N  -3.6957  -14.5438  -12.4439
C  -2.3934  -14.1296  -11.9356
C  -2.4178  -12.8330  -11.1868
C  -3.2625  -12.9787  -9.9204
N  -4.0516  -14.2093  -9.8487
C  -3.5751  -15.2931  -9.3299
C  -2.2613  -15.5220  -8.8001
C  -1.8507  -16.4262  -7.8565
C  -2.4773  -17.4397  -7.1317
C  -3.7908  -17.7671  -7.2542
C  -4.7133  -17.2986  -8.1556
C  -4.6964  -16.3180  -9.1778
N  -5.6528  -16.1931  -10.0061
C  -6.7221  -17.2331  -9.9690
C  -6.3547  -18.6626  -10.4930
H  -4.7897  -17.9623  -11.8857
H  -5.2584  -19.6337  -12.0737
H  -7.4496  -18.9670  -13.1260
H  -5.9627  -18.5431  -13.9958
H  -7.6695  -16.5308  -12.4649
H  -7.3766  -16.6308  -14.1740
H  -6.1268  -16.2396  -15.6131
H  -4.5670  -16.7693  -17.2286
H  -2.2611  -17.3024  -16.9253
H  -0.9535  -16.9400  -14.9353
H  -1.5132  -15.9052  -13.0810
H  -1.6712  -13.8969  -12.7334
H  -1.9530  -14.9499  -11.3408
H  -2.8983  -12.0826  -11.8891
H  -1.3552  -12.5391  -10.9581
H  -3.9985  -12.1862  -9.9179
H  -2.6006  -12.8793  -9.0158
H  -1.4474  -14.8796  -9.2178
H  -0.7724  -16.3207  -7.6016
H  -1.8579  -17.9864  -6.4524
H  -4.1613  -18.5387  -6.5834
H  -5.7077  -17.7458  -8.0238
H  -7.5636  -16.8010  -10.4941
H  -7.0828  -17.3443  -8.8992
H  -7.2687  -19.3049  -10.5985
H  -5.6395  -19.0974  -9.8225
F  -11.7256  -15.8842  -14.8590
C  -11.2660  -14.5287  -14.7358
F  -11.3177  -14.0535  -16.0058
F  -12.3053  -13.9274  -14.0352
C  -9.9888  -14.4354  -14.0788
C  -10.0334  -14.7889  -12.6738
C  -8.8724  -14.7555  -11.9808
N  -7.7308  -14.2836  -12.4406
C  -7.6818  -13.8623  -13.7661
C  -8.7659  -13.8819  -14.5740
H  -10.8604  -15.3630  -12.2621
H  -8.8320  -15.0831  -10.9622
H  -6.6453  -13.6495  -14.0960
H  -8.7423  -13.6115  -15.6077
C  -6.4312  -11.6570  -11.9116
O  -5.3910  -12.5581  -11.8114
H  -6.4056  -11.1343  -12.9007
H  -6.3978  -10.8642  -11.1103
H  -7.4425  -12.1454  -11.7282
C  -8.5323  -12.8379  -6.9599
Si  -8.5515  -13.6344  -8.6620
C  -9.2760  -15.3360  -8.2822
C  -9.9143  -12.6530  -9.4720
C  -6.9248  -13.6694  -9.4424
H  -9.5489  -12.7048  -6.5502
H  -8.0103  -11.8477  -6.9603
H  -7.9954  -13.4524  -6.2590
H  -10.1157  -15.4024  -7.5446
H  -8.4260  -15.9133  -7.9462
H  -9.5565  -15.8433  -9.2253
H  -10.6992  -12.6668  -8.6817
H  -10.2723  -13.1772  -10.3444
H  -9.6306  -11.5950  -9.7576
H  -6.2417  -13.8985  -8.6239
H  -6.7614  -12.6027  -9.6854

Atomic forces in eV per Å
V -0.3 -0.1 -0.4
C -0.3 0.1 -0.6
C -0.2 -0.3 0.6
C -0.2 0.3 -0.4
N -0.5 -0.4 -0.3
C 2.0 1.2 0.4
C -1.0 -0.9 0.1
C -0.9 0.1 -0.9
C -0.9 0.3 -1.2
C -0.1 -0.3 1.3
C -0.3 -0.1 -0.4
C -0.9 -0.2 0.6
N 1.0 -0.4 -0.5
C 0.6 0.5 -0.4
C -0.4 0.7 -0.2
C 0.4 0.1 1.1
N 0.9 0.3 -0.6
C -1.3 -0.2 1.1
C 0.4 0.8 -0.7
C 1.4 -0.2 0.4
C 1.2 0.8 -0.2
C -1.0 -0.3 -0.3
C -0.9 -0.7 0.8
C 2.1 -0.2 0.5
N -1.6 -1.0 -1.3
C -0.2 0.2 1.1
C -0.2 1.1 -1.3
H -0.3 -0.2 0.2
H 0.2 -0.3 0.2
H 0.5 0.5 0.1
H 0.1 -0.1 -0.1
H -0.1 -0.5 0.0
H 0.0 -0.1 0.4
H 0.9 0.2 -0.1
H 0.8 0.0 1.0
H 0.3 -0.3 -0.4
H 0.5 -0.2 -0.5
H -0.1 0.1 0.0
H -0.3 -0.6 -0.3
H -0.1 0.3 -0.1
H 0.6 -0.7 0.9
H -1.0 -0.1 -0.1
H -0.1 0.2 0.2
H -0.6 -0.2 -0.6
H -0.9 -0.4 0.5
H -0.7 -0.1 -0.3
H 0.2 -0.2 0.4
H 0.0 0.0 0.0
H 0.7 0.2 0.1
H -0.1 -0.1 -0.3
H 0.1 0.1 -1.2
H 0.6 0.6 0.4
H 0.1 -0.4 0.6
F 0.1 1.0 0.1
C -0.2 -0.6 -0.3
F 0.0 0.0 0.2
F 0.2 -0.3 -0.6
C -0.5 0.4 1.1
C 0.0 -1.0 -0.8
C -0.8 0.4 0.5
N 2.1 0.8 -0.5
C 1.0 -0.3 0.7
C -0.9 -0.7 0.0
H -0.1 0.4 0.0
H -0.1 -0.2 0.4
H -0.9 0.3 0.0
H 0.4 0.3 -0.5
C -1.0 0.4 0.5
O -0.4 -0.2 0.1
H -0.3 -0.3 0.5
H 0.3 -0.2 -0.5
H 1.0 0.7 -0.6
C 0.2 1.1 0.4
Si -0.5 0.1 0.3
C -0.5 -0.4 -0.4
C -0.1 0.9 0.2
C 0.3 0.3 -0.7
H 0.2 0.0 -0.2
H -0.5 -0.6 -0.1
H 0.4 -0.4 0.5
H 0.7 0.1 -0.6
H 0.2 -0.3 0.5
H -0.2 0.2 0.4
H 0.2 0.3 -0.6
H -0.3 0.0 -0.4
H -0.4 -1.1 0.4
H 0.3 -0.1 0.2
H 0.1 -0.1 0.2